DFT (ωB97M-V/def2-TZVPD) results for C2H10NO3 as an isolated structure in a non-equilibrium geometry.

The value obtained for the HOMO energy is -4.205 eV. Its lowest unoccupied orbital energy is 4.367 eV. The energy above the lowest of the compared OMol25 structures with the same formula, charge and spin is 0.352 eV.

ORCA input file:
```
! wB97M-V def2-TZVPD RIJCOSX def2/J DEFGRID3
* xyz -1 1
C -0.6466 0.0605 -1.3709
O -0.7299 -1.2088 -0.8371
C 0.8434 0.4086 -1.6512
N 1.7112 0.1843 -0.4984
H -1.1143 0.1821 -2.3676
H -0.9668 0.7906 -0.5970
H 1.1260 -0.3430 -2.4111
H 1.0417 1.3726 -2.0940
H 1.4180 0.7245 0.3092
H 1.6984 -0.7982 -0.2682
H -0.3480 1.8090 1.7138
H -0.2016 0.4313 2.2701
O 0.2834 1.2962 2.2282
H -1.2471 -1.7172 1.8022
H -1.1813 -0.9897 0.2290
O -1.2565 -0.7996 1.5107
*
```

***

DFT (ωB97M-V/def2-TZVPD) results for a 2-piece molecular cluster, C24H46ClFI2N5O7P overall.

The value obtained for the HOMO energy is -8.514 eV. As for the SMILES: CCCCO[C@@](O[C@@](CC(N)(N)N)(OCCOCC)P(=O)(O)O)([C@@H](I)CC)[C@@](I)(CCN)NCl.Fc1ccccc1. Its lowest unoccupied orbital energy is 0.240 eV.

ORCA input file:
```
! wB97M-V def2-TZVPD RIJCOSX def2/J DEFGRID3
* xyz 0 1
C 4.2550 -2.5011 2.2810
C 3.1086 -1.8070 1.5349
C 2.3760 -0.7796 2.4083
C 1.8239 0.4153 1.6468
O 0.8634 -0.0371 0.6814
C 0.4337 0.6978 -0.4213
O -0.8842 0.2569 -0.7281
C -1.8301 -0.4661 -0.0055
C -3.1827 0.2620 -0.1660
C -3.7981 0.4837 -1.5759
N -5.1043 1.0952 -1.3259
N -3.9619 -0.7223 -2.3798
N -2.9678 1.3769 -2.3621
O -1.7631 -1.7518 -0.6174
C -2.6062 -2.7984 -0.1712
C -2.8236 -3.8015 -1.3294
O -2.0633 -3.4196 -2.4494
C -2.2891 -4.2314 -3.5889
C -3.5853 -3.8980 -4.3240
P -1.6812 -0.7972 1.8456
O -2.9920 -1.1510 2.4250
O -1.0798 0.5367 2.5264
O -0.6148 -1.9688 2.0167
C 0.1838 2.2343 -0.1794
I 1.6707 3.6112 0.5712
C -0.5568 2.9476 -1.3322
C 0.2667 3.7471 -2.3454
C 1.1865 0.1884 -1.7254
I 3.2259 0.9866 -1.7620
C 1.2861 -1.3342 -1.7204
C 2.2184 -1.9903 -2.7535
N 2.3295 -1.3181 -4.0495
N 0.5667 0.7408 -2.9292
Cl -0.5592 -0.2638 -3.7415
H 5.1770 -1.9167 2.2168
H 4.0142 -2.6219 3.3419
H 4.4644 -3.4932 1.8718
H 2.4053 -2.5681 1.1732
H 3.5002 -1.3041 0.6414
H 1.5869 -1.2598 2.9895
H 3.0811 -0.3546 3.1324
H 1.3594 1.1260 2.3350
H 2.6506 0.9203 1.1439
H -3.0392 1.2594 0.2722
H -3.9141 -0.2504 0.4624
H -5.7202 0.8751 -2.1000
H -5.5285 0.7749 -0.4660
H -3.0515 -1.0827 -2.6537
H -4.4310 -1.4407 -1.8464
H -3.1169 1.1974 -3.3477
H -3.2466 2.3306 -2.1681
H -2.1619 -3.3067 0.6939
H -3.5669 -2.4116 0.1801
H -3.8929 -3.8471 -1.5804
H -2.5293 -4.8103 -1.0041
H -1.4332 -4.0434 -4.2430
H -2.2562 -5.2939 -3.3042
H -3.8675 -4.7214 -4.9868
H -3.4716 -2.9942 -4.9272
H -4.4169 -3.7351 -3.6345
H -1.5854 0.7127 3.3318
H -0.1388 -2.1461 1.1950
H -0.4990 2.2146 0.6712
H -1.1369 2.1913 -1.8557
H -1.2768 3.6270 -0.8579
H 1.2264 3.2755 -2.5649
H 0.4572 4.7676 -2.0034
H -0.2899 3.8116 -3.2855
H 1.6463 -1.6635 -0.7440
H 0.2670 -1.7191 -1.8137
H 1.8673 -3.0237 -2.8677
H 3.2192 -2.0619 -2.3128
H 1.8935 -1.8412 -4.7932
H 3.2940 -1.1546 -4.2939
H 1.2645 0.9879 -3.6145
F 2.8438 1.7198 4.7327
C 3.0831 2.9691 5.1880
C 2.8481 3.2421 6.5203
C 3.0907 4.5287 6.9808
C 3.5555 5.5093 6.1152
C 3.7816 5.2022 4.7803
C 3.5483 3.9200 4.3028
H 2.4827 2.4612 7.1731
H 2.9141 4.7635 8.0222
H 3.7401 6.5107 6.4800
H 4.1399 5.9648 4.1013
H 3.7173 3.6594 3.2663
*
```